14
Properties=species:S:1:pos:R:3:forces:R:3 method="wB97M-V/def2-TZVPD" de_lowest_kcal_mol=44.96 charge=0 energy_ev=-8371.332 max_force_ev_per_a=0.38 e_lumo_ha=0.038 gap_ev=10.7576
O 0.307355 -1.943277 -0.297349 0.0 0.0 0.2
C 1.057918 -0.841783 -0.753264 0.2 0.2 -0.2
C 0.634931 0.463835 -0.082692 0.2 0.0 -0.2
C -0.786301 0.970997 -0.367864 0.0 0.0 -0.1
C -1.093024 0.444048 1.033559 -0.3 0.0 0.1
O 0.308970 0.232677 1.305195 0.1 0.0 0.1
H 0.463421 -1.979204 0.657198 -0.2 0.0 -0.1
H 2.135148 -1.007589 -0.596421 -0.2 0.0 0.0
H 0.885561 -0.760192 -1.830469 0.1 0.0 0.1
H 1.431370 1.211456 -0.192871 -0.1 -0.1 0.0
H -0.831273 2.059257 -0.444970 0.0 -0.1 0.0
H -1.326358 0.517480 -1.201777 0.1 0.0 0.1
H -1.634819 -0.507638 1.028931 0.0 0.1 0.1
H -1.552898 1.139933 1.742795 0.1 -0.1 -0.1

23
Properties=species:S:1:pos:R:3:forces:R:3 method="wB97M-V/def2-TZVPD" de_lowest_kcal_mol=20.65 s2=2.008 charge=0 energy_ev=-22785.964 max_force_ev_per_a=5.07 e_lumo_ha="0.033 / -0.056" spin_multiplicity=3 gap_ev="7.3955 / 7.5549"
C 3.442398 1.178234 -0.464220 -1.7 1.1 1.3
C 4.114535 0.272037 0.298525 1.0 -2.7 -3.0
C 3.108815 0.907124 -1.739411 2.1 -1.9 -3.3
C 4.627465 -0.919184 -0.397437 0.2 2.5 4.4
C 3.716477 -0.179613 -2.450656 -1.9 2.5 1.2
C -5.091668 -0.821097 0.760073 -0.9 -2.6 2.7
C -3.549643 -0.638874 0.725791 -0.8 -0.2 -2.5
C 4.466175 -1.050497 -1.715505 0.1 -2.4 -1.6
N -5.714941 0.413310 1.202018 -3.0 -2.8 -1.3
N -4.979490 1.319627 1.378444 0.9 4.7 0.3
O -2.979050 1.276995 2.521565 1.4 0.4 2.0
P -3.337880 1.218600 0.962574 0.8 -0.2 -0.9
H 2.928491 2.056831 -0.063269 0.5 -0.2 0.4
H 4.130783 0.450830 1.310056 0.7 0.0 2.3
H 2.584449 1.572561 -2.366427 -0.9 0.9 -0.2
H 5.237164 -1.676908 0.124697 -0.6 0.5 0.0
H -3.726575 1.668261 3.016063 0.5 -0.4 -0.2
H 3.453392 -0.182641 -3.485944 0.3 -0.8 -0.5
H -5.513582 -1.066229 -0.217898 0.1 -0.3 0.2
H -5.468711 -1.552004 1.602076 0.9 0.6 -2.1
H -2.926184 -1.248546 1.372280 -0.3 0.1 0.4
H -3.323147 -0.958617 -0.341333 0.4 0.6 1.2
H 4.800723 -2.040197 -2.032071 0.2 0.5 -0.9

11
Properties=species:S:1:pos:R:3:forces:R:3 method="wB97M-V/def2-TZVPD" de_lowest_kcal_mol=20.07 charge=0 energy_ev=-7198.917 max_force_ev_per_a=0.75 e_lumo_ha=0.034 gap_ev=10.2897
C 0.266367 0.998919 -1.401549 0.1 0.2 -0.4
C -0.080460 -0.390592 0.446935 -0.1 0.7 -0.2
H 1.212165 0.525264 -1.696273 -0.3 0.1 0.2
H -0.552449 0.535443 -1.957202 0.1 0.1 0.0
H 0.308618 2.070635 -1.608568 0.0 -0.2 0.0
H -0.347517 0.527139 2.268222 0.0 0.0 -0.1
H -0.456548 -1.185140 2.325427 0.0 -0.2 0.0
H -0.092223 -2.236119 0.179668 -0.1 -0.3 -0.1
N -0.277032 -0.357064 1.799607 0.1 0.1 0.0
N -0.013230 -1.378236 -0.349735 0.1 0.1 0.3
O 0.032309 0.889751 -0.006531 0.1 -0.6 0.3

56
Properties=species:S:1:pos:R:3:forces:R:3 method="wB97M-V/def2-TZVPD" de_lowest_kcal_mol=385.62 charge=0 energy_ev=-53326.939 max_force_ev_per_a=9.59 e_lumo_ha=-0.040 gap_ev=7.7222
C -2.997199 1.666239 0.813333 -1.2 1.4 0.9
N -1.581366 1.780779 1.333748 -2.3 0.8 2.7
O -0.834679 2.326813 0.569885 1.4 0.1 2.1
O -1.381149 1.515020 2.538317 0.2 0.2 -2.4
H -3.622899 1.908624 1.672321 0.0 -0.5 0.0
H -3.225800 0.710131 0.342479 -0.5 1.1 1.0
H -3.121617 2.494426 0.115668 0.2 -0.4 0.0
C 0.093237 -2.761946 1.519812 -1.2 -6.2 2.1
N 0.189088 -3.368709 2.894135 0.2 -2.5 -0.6
O -0.806316 -4.073349 3.171409 1.5 1.2 0.8
O 1.252171 -3.334899 3.548400 -2.2 -0.7 -1.7
H -0.650713 -3.343965 0.975848 -0.2 -0.1 0.3
H 1.064782 -2.894161 1.043668 -2.8 -0.5 1.6
H -0.202543 -1.715526 1.594765 -0.5 -5.7 3.0
C 1.518599 -0.473165 3.034006 0.2 -0.5 3.0
N 1.053869 -0.467837 4.426401 -0.3 0.1 0.0
O 1.076742 0.630412 4.934697 -0.1 0.3 1.2
O 0.585406 -1.494405 4.894587 0.0 1.5 0.6
H 2.226801 0.313856 2.774862 0.0 -0.4 2.9
H 0.625196 -0.261722 2.446469 0.5 -0.4 3.5
H 1.878602 -1.493509 2.902114 0.1 0.5 -0.5
C 0.400487 3.819034 -1.542902 -0.3 0.5 0.1
N -1.020547 3.379755 -1.718678 -0.2 -0.1 1.4
O -1.835802 3.649485 -0.867619 -0.3 2.7 -0.8
O -1.249819 2.509595 -2.503139 0.4 -0.5 -2.4
H 0.428101 4.631912 -0.817255 -0.1 -0.2 -0.1
H 0.867043 4.114567 -2.482635 -0.3 -0.3 0.0
H 0.825611 2.897662 -1.144854 0.3 0.9 -0.2
C -2.780926 -1.687314 -1.135389 -0.5 -0.7 0.8
N -2.027640 -0.404348 -0.885314 -0.5 -3.2 -0.7
O -1.642256 -0.143583 0.217673 -4.2 -2.1 -0.4
O -1.761504 0.262918 -1.845132 -1.4 0.6 -1.3
H -2.741495 -2.383061 -0.297248 0.4 0.5 0.4
H -2.406521 -2.263121 -1.981780 0.1 0.8 -0.3
H -3.835749 -1.427630 -1.224862 0.1 0.2 -0.4
C 0.371547 0.612421 -0.589937 0.2 0.8 1.2
N 0.743787 0.018915 0.736551 2.1 2.0 -4.4
O -0.058726 -0.777471 1.140192 0.7 9.4 -1.7
O 1.885670 0.172051 1.195150 -2.0 1.4 -4.4
H 1.002069 1.484226 -0.764560 0.4 -1.4 0.1
H -0.650668 0.969549 -0.464902 2.3 0.3 -0.6
H 0.267692 -0.169465 -1.342245 0.9 0.2 1.0
C 3.353030 -1.000926 -0.366744 -0.5 -0.1 -2.2
N 2.256581 -2.019071 -0.023589 0.5 -0.4 1.5
O 2.415185 -2.670264 1.044985 4.1 1.2 -3.6
O 1.159482 -2.028993 -0.623026 3.3 -0.4 -0.8
H 2.837002 -0.057465 -0.188708 1.1 -0.2 0.0
H 3.517602 -0.977010 -1.443986 -0.3 -0.7 -0.2
H 4.343272 -1.133408 0.069119 -0.7 -0.4 0.8
C -0.197834 0.083718 -4.176854 1.0 -0.8 -1.5
N 0.968291 0.855655 -3.677808 -1.1 2.0 0.5
O 1.225356 1.938588 -4.212132 0.3 -1.7 0.5
O 1.417502 0.471310 -2.601429 1.5 0.1 -2.9
H -0.802772 -0.218444 -3.321954 0.1 0.3 -0.7
H 0.239121 -0.775744 -4.685273 0.1 -0.4 0.4
H -0.652384 0.602851 -5.020641 -0.3 0.5 0.7

12
Properties=species:S:1:pos:R:3:forces:R:3 method="wB97M-V/def2-TZVPD" de_lowest_kcal_mol=11.60 charge=0 energy_ev=-6762.247 max_force_ev_per_a=0.42 e_lumo_ha=0.032 gap_ev=10.6493
C -1.224945 0.595176 0.514391 0.0 0.0 0.0
C -0.579220 -0.682786 -0.013087 -0.1 0.0 0.1
N 0.681196 -0.446691 -0.709706 0.1 0.1 0.0
C 1.729735 0.261060 -0.214341 0.0 0.1 0.1
O 1.752849 0.880816 0.831506 0.0 -0.3 -0.3
H -2.038074 0.344974 1.203524 0.1 0.0 -0.2
H -1.637068 1.190862 -0.305735 0.1 0.0 0.1
H -0.487274 1.191277 1.051996 -0.2 -0.1 0.0
H -1.246774 -1.158765 -0.739028 0.1 0.0 0.1
H -0.426843 -1.400285 0.802956 0.0 0.1 0.0
H 0.874527 -1.006297 -1.524426 0.0 0.1 0.0
H 2.601895 0.230664 -0.898049 -0.1 0.0 0.1

8
Properties=species:S:1:pos:R:3:forces:R:3 method="wB97M-V/def2-TZVPD" de_lowest_kcal_mol=107.68 charge=-1 energy_ev=-20661.256 max_force_ev_per_a=4.28 e_lumo_ha=0.144 gap_ev=7.8902
C 1.085292 0.260177 -0.648619 0.7 -0.8 -2.9
N -1.819073 -0.328707 0.921047 -1.5 -1.6 3.7
N -1.699633 0.620232 0.150073 0.4 -0.6 -2.5
O -1.107791 0.358385 -0.989237 0.6 0.9 -1.1
O -2.167886 1.735991 0.372287 0.3 0.8 0.2
Cl 1.172928 1.668975 0.231122 0.2 1.6 1.1
H 1.554313 0.632351 -1.745506 -1.6 -0.8 2.1
H -1.641672 -1.229289 0.497847 0.8 0.5 -0.6